20
Properties=species:S:1:pos:R:3 method="wB97M-V/def2-TZVPD" orbital_gap_ha=0.3083 de_lowest_kj_mol=77.7 max_force_ev_per_a=5.82
C -0.0514 0.3890 0.4731
C 0.8261 -1.4620 -1.1370
C 0.3832 0.8849 -0.7083
C -1.2532 -1.1300 3.6582
C 0.8282 2.8769 -2.1265
C 0.4347 2.2831 -0.9897
C 0.8565 0.0139 -1.7529
N -2.1202 -1.9866 3.1483
F -0.7481 -1.7317 4.8043
S 0.0882 -1.4141 0.5358
H -0.4796 0.8244 1.2583
H 1.7840 -2.0879 -1.1551
H 0.7130 3.9006 -2.1247
H 0.9258 2.3857 -3.1215
H 0.0296 2.8440 -0.1229
H 1.8736 0.3255 -1.8288
H 0.3438 0.0701 -2.7371
H -2.2872 -1.8816 2.0833
H -2.3916 -2.8485 3.5931
H 0.2445 -2.2559 -1.7499